<P>
Formula: CH4OS
Source: OMol25
Level of theory: ωB97M-V/def2-TZVPD

```
7
Properties=species:S:1:pos:R:3:nbo_charge:R:1
C -2.327 -0.214 0.314 0.2852
O -2.053 -1.369 0.367 -0.4801
H -3.270 0.138 -0.081 0.1051
H -1.603 0.589 0.566 0.0909
S 2.013 0.583 -0.362 -0.2638
H 0.691 0.617 -0.238 0.1299
H 2.197 1.610 0.425 0.1328
```

## Properties
**SMILES**: C=O.S
**HOMO energy**: -9.85 eV
**HOMO-LUMO gap**: 10.54 eV

<Q>
Formula: CH4OS
Source: OMol25
Level of theory: ωB97M-V/def2-TZVPD

```
7
Properties=species:S:1:pos:R:3:nbo_charge:R:1
O -1.303 -0.689 0.014 -0.7618
C -0.120 0.456 -0.151 -0.2519
S 1.529 -0.181 -0.067 0.0075
H -1.043 -1.386 -0.600 0.4568
H -0.310 0.893 -1.125 0.2064
H -0.372 1.118 0.668 0.2130
H 1.619 -0.211 1.262 0.1300
```

## Properties
**SMILES**: OCS
**HOMO energy**: -9.74 eV
**HOMO-LUMO gap**: 10.60 eV

Stability check: which of them is least stable? <P>.